Molecular formula: C64H176Cl6N24O28P8S5
Method: DFT, ωB97M-V with the def2-TZVPD basis set

Results
Energy   -365942.810 eV
Max |F|   6.295 eV Å⁻¹
Highest occupied orbital energy   -0.3020 Eh
Kohn-Sham gap   0.3069 hartree

Positions of all 311 atoms, in Å:
C1 -4.6044 -1.3924 4.5557
C2 -5.0989 -0.5939 5.7989
O1 -6.5078 -0.5847 5.6665
S1 -6.8691 -0.2532 4.1394
O2 -6.3871 1.0289 3.9396
O3 -8.0776 -0.8283 3.7169
O4 -5.7103 -1.2467 3.6279
H1 -4.5051 -2.4754 4.6342
H2 -3.6633 -1.0205 4.2576
H3 -4.6684 0.4044 5.8184
H4 -4.8765 -1.1468 6.7109
C3 -4.4102 -0.6373 0.7363
C4 -5.2499 -1.9487 0.8006
O5 -6.4973 -1.5789 0.1210
S2 -6.1358 -0.4502 -1.0187
O6 -6.9680 0.6372 -0.6419
O7 -6.1312 -1.0427 -2.3135
O8 -4.6631 -0.0996 -0.5469
H5 -3.3706 -0.9001 0.9264
H6 -4.8230 0.0454 1.4987
H7 -5.5642 -2.3611 1.7624
H8 -4.8266 -2.7900 0.2359
C5 1.0388 0.5475 1.2358
C6 -0.2088 1.3084 0.6159
O9 -1.1644 0.3157 0.8513
S3 -1.0622 -0.4599 2.2285
O10 -1.0156 -1.8085 1.9244
O11 -1.8850 0.1577 3.1444
O12 0.4407 -0.0055 2.4880
H9 1.8222 1.2093 1.6038
H10 1.3082 -0.3356 0.5981
H11 -0.1356 1.4498 -0.4574
H12 -0.4971 2.1869 1.1800
C7 3.6144 0.1828 -4.4217
C8 4.6606 -0.1886 -3.3522
O13 4.1087 0.3671 -2.1160
S4 2.4794 0.4232 -2.1174
O14 2.1702 1.7654 -1.8244
O15 1.9786 -0.7790 -1.5970
O16 2.3518 0.1923 -3.7416
H13 3.6316 -0.5692 -5.2191
H14 3.7961 1.1824 -4.8359
H15 5.6470 0.2926 -3.3782
H16 4.8404 -1.2555 -3.2906
C9 -3.9011 -3.1118 -2.8544
C10 -2.8814 -3.7893 -3.7886
O17 -2.0591 -4.5307 -2.9273
S5 -1.7457 -3.7285 -1.5750
O18 -0.6575 -2.8474 -1.7893
O19 -1.8638 -4.6175 -0.4534
O20 -3.1232 -2.7732 -1.6450
H17 -4.7761 -3.7457 -2.6213
H18 -4.2882 -2.1515 -3.2664
H19 -2.2394 -3.0454 -4.2675
H20 -3.2493 -4.4634 -4.5895
Cl1 3.9692 -3.2907 -1.2454
C11 2.3146 -4.0178 -1.3723
C12 2.4131 -5.4505 -1.7787
Cl2 0.8338 -6.0967 -2.2734
H21 1.7234 -3.4781 -2.1461
H22 1.7739 -3.8920 -0.4394
H23 2.7396 -6.0656 -0.9566
H24 2.9691 -5.4177 -2.6945
Cl3 -2.0545 4.0284 5.8187
C13 -1.8779 2.2690 5.6952
C14 -2.5261 1.5883 6.8798
Cl4 -1.7544 1.9956 8.3985
H25 -0.8197 2.0696 5.6006
H26 -2.3340 1.9990 4.7522
H27 -2.3780 0.5081 6.8912
H28 -3.5690 1.9228 6.9005
Cl5 2.9691 1.2293 5.9476
C15 4.4878 1.6608 5.1644
C16 5.3818 2.5990 6.0183
Cl6 4.8293 4.3058 6.1700
H29 4.1950 2.1978 4.2760
H30 5.0470 0.7379 4.9935
H31 6.3301 2.6914 5.5124
H32 5.5981 2.2361 7.0139
O21 6.4623 -0.1870 3.8483
P1 6.3586 -0.9724 2.6049
N1 7.0220 -0.0284 1.2894
C17 7.2002 1.3873 1.4877
C18 6.8235 -0.4625 -0.1060
N2 4.8275 -1.4447 2.0277
C19 4.1748 -2.6329 2.5764
C20 3.9780 -0.3939 1.5224
N3 7.2216 -2.4118 2.6300
C21 7.3086 -3.3227 1.5000
C22 8.4766 -2.2058 3.3887
H33 7.0974 1.5541 2.5526
H34 6.4416 2.0111 1.0062
H35 8.2136 1.6536 1.1094
H36 7.6516 -0.0091 -0.6462
H37 5.9112 -0.1147 -0.5593
H38 6.9296 -1.5153 -0.0966
H39 3.4161 -2.2869 3.2966
H40 3.8030 -3.2983 1.7762
H41 4.8237 -3.2514 3.2184
H42 3.1114 -0.2965 2.1705
H43 4.4680 0.5414 1.3058
H44 3.5110 -0.6874 0.5707
H45 7.6936 -4.3404 1.7159
H46 6.3348 -3.3571 0.9760
H47 8.0131 -2.9102 0.7644
H48 9.2352 -1.9357 2.6474
H49 8.7897 -3.1147 3.9009
H50 8.3930 -1.4356 4.1630
O22 -0.2402 7.0858 -6.3979
P2 0.9998 6.3028 -6.3765
N4 1.3724 5.0883 -7.4608
C23 0.7135 3.7721 -7.3003
C24 1.6263 5.4501 -8.8428
N5 1.1521 5.5118 -4.8660
C25 0.0815 5.8671 -3.8356
C26 2.3382 4.6986 -4.5061
N6 2.3119 7.3605 -6.5541
C27 1.9725 8.6376 -5.9507
C28 3.7356 6.9756 -6.7232
H51 0.6147 3.6387 -6.2308
H52 1.3306 2.9969 -7.7944
H53 -0.2673 3.8223 -7.7903
H54 2.2479 4.6986 -9.3396
H55 2.0955 6.4314 -8.8833
H56 0.6913 5.5319 -9.4417
H57 0.3435 6.6240 -3.0473
H58 -0.6968 6.3323 -4.4542
H59 -0.3285 4.9646 -3.3909
H60 2.8692 4.3270 -5.3923
H61 3.0559 5.3290 -3.9241
H62 2.0058 3.8079 -3.9572
H63 0.8947 8.7623 -5.8711
H64 2.3323 8.7978 -4.9232
H65 2.2961 9.3980 -6.6512
H66 3.7367 5.9121 -6.9409
H67 4.4089 7.2693 -5.9123
H68 4.0938 7.5616 -7.5817
O23 2.4072 -3.0965 -8.1712
P3 1.0007 -3.3181 -7.8279
N7 0.7343 -4.9826 -7.5379
C29 1.8771 -5.8713 -7.3291
C30 -0.5516 -5.4369 -6.8362
N8 -0.1253 -2.7827 -8.9475
C31 0.2530 -2.3311 -10.3573
C32 -1.5477 -2.5521 -8.7008
N9 0.3191 -2.5444 -6.4680
C33 0.9932 -3.0926 -5.2485
C34 0.1835 -1.1225 -6.5079
H69 1.8181 -6.7724 -8.0001
H70 1.9299 -6.2506 -6.2611
H71 2.8431 -5.4098 -7.4781
H72 -0.8857 -6.3568 -7.3085
H73 -1.2909 -4.6528 -6.8357
H74 -0.2167 -5.6939 -5.8040
H75 -0.0706 -1.2874 -10.4679
H76 1.3354 -2.4032 -10.4746
H77 -0.2391 -2.9091 -11.1404
H78 -2.1665 -3.1259 -9.4588
H79 -1.8922 -2.8765 -7.7311
H80 -1.8096 -1.4540 -8.7598
H81 0.9348 -4.1720 -5.0968
H82 2.0621 -2.8065 -5.2778
H83 0.5305 -2.6589 -4.3381
H84 -0.4582 -0.8730 -7.3615
H85 1.2114 -0.6947 -6.5552
H86 -0.3462 -0.7552 -5.6071
O24 -2.6505 -1.9355 6.4942
P4 -1.5911 -2.9587 6.3652
N10 -1.0793 -3.5698 7.8354
C35 0.1648 -4.3129 8.0396
C36 -1.5839 -2.7606 8.9991
N11 -0.3175 -2.3511 5.4131
C37 0.7948 -3.0625 4.9006
C38 -0.0812 -0.8564 5.6053
N12 -2.0623 -4.3465 5.4818
C39 -2.8369 -5.4058 6.0963
C40 -2.0038 -4.2833 4.0380
H87 0.0754 -4.9746 8.9160
H88 1.0169 -3.6285 8.2193
H89 0.3377 -5.0256 7.2162
H90 -2.6240 -2.4722 8.8192
H91 -0.9919 -1.8417 9.2154
H92 -1.6829 -3.3850 9.9073
H93 1.0097 -2.6739 3.8820
H94 1.7033 -2.9475 5.5141
H95 0.6282 -4.1558 4.8650
H96 -0.8348 -0.2229 5.1863
H97 0.0830 -0.6526 6.6829
H98 0.8885 -0.6151 5.1284
H99 -2.5036 -6.4208 5.9144
H100 -2.9144 -5.2127 7.1419
H101 -3.8364 -5.4898 5.6564
H102 -1.4485 -5.0367 3.4845
H103 -1.5409 -3.3126 3.8043
H104 -3.0252 -4.2043 3.6386
O25 -4.9237 6.8278 1.7025
P5 -5.1596 5.3748 1.7352
N13 -3.6791 4.5649 1.7485
C41 -3.4648 3.1314 1.9851
C42 -2.4565 5.3531 1.4688
N14 -6.1920 4.9409 0.4526
C43 -6.3209 3.5327 0.1428
C44 -6.4536 5.9268 -0.6214
N15 -5.9029 4.5622 3.0417
C45 -7.3759 4.3270 3.1472
C46 -5.2429 4.9150 4.3185
H105 -4.3764 2.7880 2.4749
H106 -2.6026 2.8753 2.6173
H107 -3.2755 2.6098 1.0718
H108 -1.7643 5.3827 2.3037
H109 -2.6535 6.3842 1.1719
H110 -1.9446 4.8451 0.6260
H111 -6.1872 2.8634 0.9825
H112 -7.2511 3.2203 -0.2808
H113 -5.4483 3.2415 -0.4687
H114 -7.5148 6.0520 -0.7352
H115 -5.8857 6.8360 -0.4104
H116 -6.1718 5.4985 -1.5908
H117 -7.7318 4.0594 2.1503
H118 -7.4782 3.6337 3.9936
H119 -7.8301 5.2819 3.4361
H120 -4.9669 4.0325 4.9439
H121 -5.9624 5.4983 4.9180
H122 -4.3510 5.5106 4.1734
O26 -2.3147 2.7687 -5.7452
P6 -2.9329 2.6070 -4.4016
N16 -2.1130 1.6063 -3.2852
C47 -0.6868 1.9424 -3.1649
C48 -2.5506 0.2449 -3.0293
N17 -4.4826 1.9061 -4.4656
C49 -5.0457 1.7143 -5.7943
C50 -5.4535 2.0544 -3.4158
N18 -2.8023 4.1089 -3.5083
C51 -3.1454 5.2644 -4.3474
C52 -2.9280 4.2267 -2.0835
H123 -0.3426 2.4490 -4.0679
H124 -0.1510 1.0148 -2.9913
H125 -0.5109 2.5379 -2.2260
H126 -3.6442 0.2403 -3.0040
H127 -2.2058 -0.0723 -2.0261
H128 -2.2876 -0.5505 -3.7364
H129 -5.7248 0.8818 -5.6088
H130 -5.6502 2.4948 -6.2755
H131 -4.2498 1.3500 -6.4827
H132 -5.8695 1.0440 -3.2602
H133 -5.1057 2.3963 -2.4533
H134 -6.2935 2.7048 -3.6568
H135 -4.2001 5.5067 -4.5604
H136 -2.7236 6.1684 -3.8365
H137 -2.6511 5.2166 -5.3474
H138 -2.2875 5.0436 -1.7333
H139 -2.5032 3.3187 -1.6738
H140 -3.9422 4.4133 -1.7150
O27 3.1934 2.6781 1.3582
P7 2.8503 4.1355 1.4719
N19 1.6496 4.4708 2.6033
C53 1.4013 3.4580 3.6160
C54 1.2574 5.8232 2.9462
N20 2.2370 4.9269 0.1429
C55 3.1871 5.0096 -0.9862
C56 0.8498 4.9470 -0.3189
N21 4.2721 4.9569 1.7695
C57 5.4854 4.1671 2.2715
C58 4.3824 6.4226 1.9111
H141 0.4248 3.5821 4.0831
H142 2.1325 3.5461 4.3946
H143 1.5419 2.4734 3.2030
H144 1.7517 6.2299 3.8506
H145 0.1736 5.8507 3.1623
H146 1.6336 6.4818 2.1821
H147 3.2385 6.0353 -1.4145
H148 4.1935 4.7438 -0.6721
H149 2.8369 4.3341 -1.7731
H150 0.6190 4.0801 -0.9524
H151 0.1254 4.8248 0.5164
H152 0.6109 5.7933 -0.9983
H153 6.2686 4.2638 1.5820
H154 5.7103 4.5778 3.2710
H155 5.1413 3.1573 2.4290
H156 5.2930 6.7844 1.4549
H157 4.4383 6.7901 2.9436
H158 3.5840 6.9183 1.3319
O28 1.8654 -8.6257 1.1691
P8 1.1642 -8.1885 2.4113
N22 -0.3606 -8.9124 2.5582
C59 -0.3873 -10.3828 2.1374
C60 -1.4095 -8.4593 3.4361
N23 0.8146 -6.4810 2.6055
C61 2.0773 -5.7201 2.7278
C62 -0.0962 -5.9751 1.5957
N24 2.1667 -8.5271 3.7792
C63 1.8478 -8.3273 5.2133
C64 2.9694 -9.7143 3.5476
H159 -0.1319 -11.0169 3.0003
H160 0.2416 -10.5642 1.2673
H161 -1.3858 -10.6696 1.8665
H162 -1.1398 -7.4852 3.8144
H163 -1.4930 -9.0775 4.3378
H164 -2.3630 -8.4923 2.9026
H165 2.6456 -5.7016 1.7922
H166 1.9368 -4.6992 3.0774
H167 2.7645 -6.2604 3.4120
H168 -1.0462 -6.5236 1.7065
H169 -0.3114 -4.9177 1.8148
H170 0.3156 -6.0589 0.5623
H171 1.1003 -7.5021 5.2195
H172 1.5129 -9.2774 5.6502
H173 2.7059 -7.8761 5.7480
H174 2.4563 -10.7096 3.6457
H175 3.7867 -9.7883 4.2894
H176 3.4430 -9.7592 2.5629